Model w:
A single C4H12N4O2 molecule. Source: the Open Molecules 2025 dataset; level of theory: ωB97M-V/def2-TZVPD.

Output
HOMO ... -7.91 eV
Kohn-Sham gap ... 7.519 eV

Geometry (Å):
C -1.809 -1.198 -1.122
N -0.965 -0.977 0.044
C 0.624 -1.058 -0.173
O 1.080 -1.473 1.101
O 1.030 -1.642 -1.180
H 1.807 -2.084 0.919
H -1.256 -1.539 0.846
H -1.459 -0.560 -1.930
H -2.836 -0.928 -0.874
H -1.773 -2.239 -1.450
C -0.870 1.333 1.489
C 0.776 0.710 -0.184
N 1.093 1.149 -1.518
N 1.762 1.187 0.759
N -0.570 0.901 0.146
H 1.273 0.342 -2.110
H 0.324 1.677 -1.913
H 2.013 0.482 1.440
H 2.579 1.485 0.245
H -1.948 1.308 1.641
H -0.516 2.368 1.558
H -0.358 0.757 2.264

Results of the Mulliken charge analysis, in e, for atoms 1 through 6: number 1, C, carries -0.779; number 2, N, carries -0.195; number 3, C, carries 0.483; number 4, O, carries -0.564; number 5, O, carries -0.757; number 6, H, carries 0.321


Model x:
A single C4H12N4O2 molecule. Source: the Open Molecules 2025 dataset; level of theory: ωB97M-V/def2-TZVPD.

Output
HOMO ... -8.88 eV
Kohn-Sham gap ... 9.759 eV
Structure (SMILES) ... CCNN(CC)/[N+]([O-])=N/O

Geometry (Å):
C 0.028 2.840 0.156
C -0.424 1.532 -0.425
N -0.057 0.407 0.384
N -0.229 -0.875 -0.167
C 0.830 -1.524 -0.960
C 1.074 -2.995 -0.558
N -1.523 -1.204 -0.517
O -1.673 -2.113 -1.362
N -2.371 -0.551 0.213
O -3.698 -0.918 -0.195
H 1.122 2.993 0.259
H -0.192 3.787 -0.450
H -0.282 2.759 1.179
H -1.489 1.603 -0.777
H 0.013 1.418 -1.435
H -0.556 0.436 1.380
H 1.698 -0.960 -0.753
H 0.512 -1.542 -1.994
H 0.151 -3.336 -0.066
H 1.354 -3.768 -1.409
H 1.865 -2.931 0.189
H -4.339 -0.419 0.254

Results of the Mulliken charge analysis, in e, for atoms 1 through 6: number 1, C, carries -1.151; number 2, C, carries -0.130; number 3, N, carries -0.568; number 4, N, carries 0.039; number 5, C, carries -0.589; number 6, C, carries -0.995


Q: Which of them is the least stable? A: model x.


Model w:
A 4-piece molecular cluster, C3H13NO3 overall. Source: the Open Molecules 2025 dataset; level of theory: ωB97M-V/def2-TZVPD.

Output
HOMO ... -8.42 eV
Kohn-Sham gap ... 9.120 eV
Structure (SMILES) ... C/C=C/N.O.O.O

Geometry (Å):
C 1.025 -2.662 -2.754
C 2.008 -1.676 -2.162
C 2.550 -1.782 -0.941
N 3.512 -0.835 -0.443
H 1.146 -3.636 -2.279
H 1.217 -2.623 -3.821
H -0.031 -2.422 -2.589
H 1.929 -0.682 -2.590
H 2.488 -2.745 -0.443
H 4.008 -1.413 0.220
H 4.288 -0.694 -1.071
O -0.231 3.757 5.479
H -0.203 2.803 5.424
H -1.185 3.825 5.523
O -4.460 0.707 -5.002
H -4.092 0.952 -5.827
H -5.026 1.441 -4.786
O -2.428 1.207 4.711
H -2.576 0.321 4.394
H -3.168 1.743 4.446

Results of the Mulliken charge analysis, in e, for atoms 1 through 6: number 1, C, carries -1.001; number 2, C, carries -0.081; number 3, C, carries -0.193; number 4, N, carries -0.592; number 5, H, carries 0.293; number 6, H, carries 0.286


Model x:
A 4-piece molecular cluster, C3H13NO3 overall. Source: the Open Molecules 2025 dataset; level of theory: ωB97M-V/def2-TZVPD.

Output
HOMO ... -7.46 eV
Kohn-Sham gap ... 8.080 eV
Structure (SMILES) ... C=CNC.O.O.O

Geometry (Å):
C -0.151 -0.898 1.764
C -0.971 -0.190 0.991
N -0.678 1.079 0.564
C -1.542 1.908 -0.277
H 0.909 -0.637 1.932
H -0.299 -1.928 2.099
H -1.836 -0.661 0.563
H 0.197 1.513 0.768
H -2.583 1.852 0.223
H -0.996 2.847 -0.458
H -1.583 1.411 -1.277
O 2.582 0.679 -0.265
H 3.129 -0.060 -0.581
H 3.161 0.851 0.494
O -2.106 -0.343 -2.238
H -1.698 -1.224 -2.142
H -1.413 -0.138 -2.896
O 2.101 -1.918 0.195
H 1.710 -1.053 0.322
H 1.704 -2.698 0.574

Results of the Mulliken charge analysis, in e, for atoms 1 through 6: number 1, C, carries -1.290; number 2, C, carries 0.226; number 3, N, carries -0.211; number 4, C, carries -0.667; number 5, H, carries 0.406; number 6, H, carries 0.263


Model y:
A 4-piece molecular cluster, C3H13NO3 overall. Source: the Open Molecules 2025 dataset; level of theory: ωB97M-V/def2-TZVPD.

Output
HOMO ... -7.82 eV
Kohn-Sham gap ... 8.413 eV
Structure (SMILES) ... C=CNC.O.O.O

Geometry (Å):
C 2.073 1.009 -0.982
C 1.534 1.239 0.231
N 0.342 0.698 0.620
C -0.725 1.522 1.271
H 1.435 1.144 -1.871
H 3.146 1.017 -1.086
H 1.826 2.138 0.801
H -0.148 0.434 -0.252
H -0.714 2.521 0.792
H -0.493 1.565 2.331
H -1.700 1.002 1.214
O 0.133 -1.902 1.233
H -0.440 -2.101 2.048
H 0.182 -0.857 1.389
O -0.865 -0.083 -1.990
H -1.767 0.202 -2.111
H -0.957 -1.047 -2.017
O -0.997 -2.595 -0.884
H -0.315 -2.433 -0.076
H -1.551 -3.472 -0.661

Results of the Mulliken charge analysis, in e, for atoms 1 through 6: number 1, C, carries -0.743; number 2, C, carries -0.097; number 3, N, carries -0.280; number 4, C, carries -0.985; number 5, H, carries 0.219; number 6, H, carries 0.280


Model z:
A 3-piece molecular cluster, C3H13NO3 overall. Source: the Open Molecules 2025 dataset; level of theory: ωB97M-V/def2-TZVPD.

Output
HOMO ... -9.02 eV
Kohn-Sham gap ... 9.755 eV
Structure (SMILES) ... C[C@H](O)CN.O.O

Geometry (Å):
C 1.477 -1.484 -1.194
C 0.423 -0.983 -0.202
O -0.131 0.294 -0.546
C 0.936 -0.943 1.216
N -0.189 -0.732 2.140
H 1.131 -1.406 -2.219
H 2.429 -0.977 -1.089
H 1.594 -2.546 -0.995
H -0.406 -1.678 -0.249
H 0.598 0.866 -0.823
H 1.460 -1.874 1.479
H 1.687 -0.143 1.297
H -0.608 0.175 1.959
H 0.108 -0.794 3.099
O -0.384 1.077 -3.421
H 0.341 0.782 -3.991
H -0.410 0.389 -2.740
O -1.957 2.049 2.280
H -1.632 2.889 2.618
H -2.168 2.212 1.343

Results of the Mulliken charge analysis, in e, for atoms 1 through 6: number 1, C, carries -1.376; number 2, C, carries 0.306; number 3, O, carries -0.578; number 4, C, carries -0.580; number 5, N, carries -0.586; number 6, H, carries 0.339


Q: Which of them is the least stable? A: model y.


Model w:
C3H13NO3 as an isolated structure. Source: the Open Molecules 2025 dataset; level of theory: ωB97M-V/def2-TZVPD.

Output
HOMO ... -9.61 eV
Kohn-Sham gap ... 10.278 eV

Geometry (Å):
C 0.335 -1.150 1.493
N 0.726 -0.335 0.479
C 0.965 -0.807 -0.852
C -0.338 -0.981 -1.573
O -1.253 0.155 -1.451
H -0.635 -1.620 1.213
H 0.009 -0.456 2.203
H 1.037 -1.896 1.866
H 1.554 0.159 0.894
H 1.558 -0.021 -1.316
H 1.666 -1.721 -0.987
H -0.232 -1.119 -2.681
H -0.883 -2.040 -1.270
H -1.835 0.117 -0.614
H -0.433 2.444 0.128
H 0.923 1.950 -0.667
O 0.461 2.665 -0.171
H -1.785 2.195 1.295
H -0.318 1.220 0.925
O -1.522 1.241 1.085

Results of the Mulliken charge analysis, in e, for atoms 1 through 6: number 1, C, carries -1.018; number 2, N, carries -0.153; number 3, C, carries -0.617; number 4, C, carries -0.443; number 5, O, carries -0.508; number 6, H, carries 0.318


Model x:
A 3-piece molecular cluster, C3H13NO3 overall. Source: the Open Molecules 2025 dataset; level of theory: ωB97M-V/def2-TZVPD.

Output
HOMO ... -8.06 eV
Kohn-Sham gap ... 8.460 eV
Structure (SMILES) ... NCCCO.O.O

Geometry (Å):
N 0.139 -1.465 1.084
C -0.919 -1.860 0.204
C -1.969 -0.636 0.141
C -1.220 0.383 -0.764
O -0.508 1.391 0.022
H -0.155 -0.851 1.837
H 0.950 -1.041 0.618
H -0.545 -1.882 -0.891
H -1.386 -2.742 0.514
H -2.161 -0.164 1.125
H -2.746 -1.222 -0.253
H -1.967 0.889 -1.323
H -0.513 -0.091 -1.289
H 0.295 1.638 -0.386
O 0.988 2.616 -2.214
H 1.636 2.196 -1.668
H 0.753 3.475 -1.846
O 2.845 -0.311 1.375
H 2.961 0.513 1.903
H 3.521 -0.836 1.813

Results of the Mulliken charge analysis, in e, for atoms 1 through 6: number 1, N, carries -0.522; number 2, C, carries -0.769; number 3, C, carries -0.601; number 4, C, carries -0.401; number 5, O, carries -0.528; number 6, H, carries 0.254


Q: Which of them is the least stable? A: model w.


Model w:
A 3-piece molecular cluster, C3H13NO3 overall. Source: the Open Molecules 2025 dataset; level of theory: ωB97M-V/def2-TZVPD.

Output
HOMO ... -9.29 eV
Kohn-Sham gap ... 10.095 eV
Structure (SMILES) ... CCNCO.O.O

Geometry (Å):
C -2.580 1.186 -0.133
C -1.850 0.240 0.802
N -1.296 -0.986 0.197
C 0.063 -0.894 -0.245
O 0.227 -0.281 -1.538
H -2.948 2.058 0.412
H -3.378 0.716 -0.686
H -1.838 1.690 -0.767
H -1.014 0.712 1.322
H -2.525 -0.082 1.604
H -1.845 -1.316 -0.592
H 0.538 -1.877 -0.283
H 0.610 -0.328 0.515
H -0.489 0.361 -1.605
O 3.109 -0.354 -1.158
H 2.219 -0.438 -1.521
H 3.670 -0.078 -1.884
O 2.829 -0.200 2.081
H 3.436 0.534 2.208
H 3.062 -0.661 1.270

Results of the Mulliken charge analysis, in e, for atoms 1 through 6: number 1, C, carries -1.095; number 2, C, carries -0.306; number 3, N, carries -0.313; number 4, C, carries -0.344; number 5, O, carries -0.583; number 6, H, carries 0.349


Model x:
A 4-piece molecular cluster, C3H13NO3 overall. Source: the Open Molecules 2025 dataset; level of theory: ωB97M-V/def2-TZVPD.

Output
HOMO ... -8.26 eV
Kohn-Sham gap ... 8.643 eV
Structure (SMILES) ... C=C(C)N.O.O.O

Geometry (Å):
C -0.061 -0.685 -0.780
C -0.254 0.644 -0.420
C 0.195 1.763 -1.312
N -0.571 0.997 0.902
H -0.359 -1.488 -0.171
H 0.519 -0.800 -1.689
H 0.923 2.391 -0.713
H -0.714 2.436 -1.650
H 0.641 1.359 -2.249
H -0.321 2.030 1.093
H -0.249 0.549 1.802
O -1.816 -0.843 3.390
H -1.404 -1.366 4.186
H -1.370 -1.147 2.539
O 2.618 -0.788 1.742
H 3.590 -0.846 1.894
H 2.549 0.075 1.321
O -1.437 -1.455 -3.607
H -0.584 -1.733 -3.461
H -1.892 -1.093 -2.815

Results of the Mulliken charge analysis, in e, for atoms 1 through 6: number 1, C, carries -1.164; number 2, C, carries 0.941; number 3, C, carries -1.128; number 4, N, carries -0.522; number 5, H, carries 0.257; number 6, H, carries 0.223


Q: Which of them is the least stable? A: model x.